ORCA calculation (ωB97M-V/def2-TZVPD) on a structure of composition C12H29N4O5Zr at a distorted geometry.

Output
- LUMO (spin up / spin down): -0.64545 / -0.64551 Eh
- Spin multiplicity: 2
- Frontier orbital gap (spin up / spin down): 2.60 / 2.59 eV
- Energy above the lowest of the compared OMol25 structures with the same formula, charge and spin: 89.10 kcal per mole
- Charge: +4

The geometry in XYZ format:
```
51
Properties=species:S:1:pos:R:3:nbo_charge:R:1
C -0.90345 2.40684 -3.81112 -0.43
C 0.40629 -4.24211 0.89176 0.45
H -2.26779 3.80092 -1.32792 0.23
C -4.06476 2.02532 -2.03350 -0.46
H 3.18154 -1.83083 5.22574 0.24
H -0.19266 0.11224 -2.12599 0.21
H 0.93646 0.36612 -3.42394 0.28
C -2.72217 0.61120 -0.61440 0.50
O 1.54711 3.01364 -1.16290 -0.79
N 0.13906 2.17306 -2.78910 -0.31
H 1.43443 0.74266 -1.78059 0.22
H 0.22614 -1.17106 1.69524 0.23
N -3.03256 1.84604 -1.05833 -0.32
C -2.48275 3.07917 -0.53991 -0.42
H -0.90164 -2.10762 -1.11636 0.29
H 0.44170 4.21447 -2.40647 0.22
O 0.42427 1.17207 0.58488 -1.03
H 2.60947 -2.96236 1.92372 0.23
Zr 1.79609 2.55738 1.28918 2.69
C 0.08642 -2.43022 -0.78810 -0.45
H -1.46388 -1.64632 1.41356 0.28
H -3.76060 2.85282 -2.67446 0.23
H 0.49623 -3.15749 -1.48899 0.28
H 3.84451 -3.12030 4.20599 0.27
H -1.11493 3.45045 -4.04403 0.27
H 0.72210 -1.55150 -0.67927 0.21
O -3.16445 -0.40228 -1.15383 -0.52
C 2.98907 -2.46219 4.35830 -0.44
H -1.57407 2.90669 0.03686 0.17
H -3.32323 3.55487 -0.03453 0.27
C 0.59512 0.77982 -2.47503 -0.46
C -0.45675 -2.01597 1.60637 -0.49
O 0.48970 -4.68482 2.02273 -0.24
H 2.40191 -0.04629 4.63563 0.22
N -0.01765 -3.00627 0.58723 -0.06
H 0.86607 -4.72090 0.01338 0.20
C 2.48085 -0.19520 3.54761 0.54
H -4.99735 2.36152 -1.58036 0.27
H -0.05214 0.79918 -0.18226 0.54
H 2.18188 -3.16936 4.54919 0.26
H 4.05334 -2.03204 1.76473 0.27
H -4.29397 1.12125 -2.59761 0.28
H 2.58208 -1.33182 1.11881 0.20
O 2.22377 0.65691 2.66426 -0.82
H -0.48956 -2.40333 2.62469 0.28
H -1.94000 0.58142 0.15987 0.09
C 2.98052 -1.93751 1.93274 -0.45
H -1.81060 1.87142 -3.53095 0.23
N 2.70273 -1.49101 3.29830 -0.29
H -0.50240 1.86331 -4.66659 0.26
C 0.69052 3.19803 -2.06420 0.54
```


ORCA calculation (ωB97M-V/def2-TZVPD) on a structure of composition C12H30AgBrN2O4 at a distorted geometry.

Output
- LUMO (spin up / spin down): -0.10594 / -0.24552 Eh
- Spin multiplicity: 2
- Frontier orbital gap (spin up / spin down): 8.97 / 4.23 eV
- Energy above the lowest of the compared OMol25 structures with the same formula, charge and spin: 0.00 kcal per mole
- Charge: +1

The geometry in XYZ format:
```
50
Properties=species:S:1:pos:R:3:nbo_charge:R:1
H -25.14884 -6.33221 8.65686 0.20
C -26.26413 -12.90388 11.44978 -0.26
C -22.01652 -12.46311 5.48855 -0.25
H -25.67681 -12.68250 6.82682 0.38
H -27.14918 -3.72327 10.64147 0.21
H -23.63256 -10.53195 4.97524 0.19
H -21.41368 -13.20537 6.01177 0.20
H -24.85224 -8.36570 12.60253 0.17
H -27.86075 -12.60375 9.79036 0.19
C -23.47562 -5.54900 9.80484 -0.28
C -26.96794 -12.77193 9.18809 -0.07
H -24.85162 -5.91993 12.20326 0.25
O -22.99266 -11.94579 6.40061 -0.59
H -26.91776 -13.72984 11.73023 0.18
C -24.00254 -11.29824 5.65644 -0.08
H -26.46824 -10.71473 8.97210 0.23
C -24.80606 -5.38535 9.07407 -0.08
H -22.67886 -5.67186 9.07124 0.24
H -21.31463 -11.68513 5.18823 0.19
O -25.91261 -5.08366 9.92527 -0.54
H -25.90314 -10.29376 6.11470 0.19
O -25.87274 -12.87643 10.07362 -0.57
H -24.22347 -7.50076 10.33119 0.41
C -25.09121 -10.77295 6.66172 -0.24
H -22.51661 -12.81627 4.58673 0.19
H -24.65861 -4.64593 8.28692 0.20
H -26.76325 -11.98957 11.77074 0.17
C -26.57390 -11.57654 8.31313 -0.25
H -23.86346 -10.11932 13.78718 0.17
C -23.97595 -7.79121 12.90280 -0.07
C -22.87901 -9.65152 13.77673 -0.27
H -22.64117 -9.56641 14.83706 0.19
H -23.21633 -4.64734 10.35971 0.23
H -27.50524 -11.32463 7.80594 0.18
H -25.38983 -12.97528 12.09678 0.20
H -25.34676 -3.31986 10.81461 0.17
H -27.09365 -13.69515 8.62244 0.18
O -22.72324 -8.49556 12.92752 -0.53
H -24.64035 -11.90132 5.01022 0.17
C -26.15719 -3.69648 10.19055 -0.26
H -22.25688 -10.37675 13.25226 0.21
H -24.19110 -7.46987 13.92189 0.19
N -25.44175 -11.93409 7.46298 -0.69
N -23.55557 -6.80417 10.62914 -0.27
Ag -23.40178 -12.63376 8.62629 0.90
Br -23.57511 -10.15529 9.96166 -0.61
H -26.23426 -3.07965 9.29518 0.18
C -23.95169 -6.51350 12.04229 -0.29
H -24.62196 -10.01422 7.28802 0.22
H -23.21401 -5.87813 12.53242 0.22
```


ORCA calculation (ωB97M-V/def2-TZVPD) on a structure of composition C12H30B2CoF8N2O4 at a distorted geometry.

Output
- LUMO (spin up / spin down): -0.09489 / -0.35182 Eh
- Spin multiplicity: 5
- Frontier orbital gap (spin up / spin down): 10.46 / 3.30 eV
- Charge: +1

The geometry in XYZ format:
```
59
Properties=species:S:1:pos:R:3:nbo_charge:R:1
O -19.97384 -19.76648 -15.66864 -0.57
C -18.03190 -16.84754 -16.05073 -0.25
F -19.60941 -14.02677 -15.38015 -0.54
C -17.00579 -16.37380 -15.03290 -0.10
N -19.28211 -17.24208 -15.41709 -0.74
F -18.61996 -16.88872 -12.48708 -0.58
H -22.88945 -15.76806 -11.76515 0.21
H -21.28566 -13.97686 -10.77477 0.24
Co -19.64615 -15.63338 -14.00445 1.82
F -18.27263 -19.08339 -12.81942 -0.58
F -21.10763 -14.35515 -17.14220 -0.51
H -20.26899 -16.90594 -17.33351 0.23
F -16.59349 -17.83795 -12.00799 -0.55
H -22.77009 -17.77438 -13.37164 0.20
C -21.26401 -14.34993 -11.79871 -0.26
H -19.14882 -19.05221 -17.44523 0.18
H -17.63716 -17.56696 -16.76818 0.22
H -18.28456 -15.91699 -16.55900 0.20
H -16.77071 -14.03055 -12.69810 0.20
C -19.83062 -12.73562 -12.75157 -0.29
H -15.88805 -14.09414 -14.22069 0.21
H -21.93878 -13.78981 -12.44605 0.21
H -20.02487 -21.73891 -14.97634 0.21
H -19.58496 -10.67779 -11.93452 0.25
H -18.66169 -21.43484 -15.99806 0.19
H -20.98353 -19.36575 -17.28489 0.21
C -16.50562 -14.67539 -13.53596 -0.27
H -20.25299 -21.67031 -16.70072 0.19
C -21.79991 -15.79048 -11.74271 -0.07
F -21.69709 -13.16887 -15.35346 -0.55
O -17.54337 -15.39484 -14.23164 -0.58
H -21.61143 -16.09552 -10.71337 0.20
H -22.12003 -10.97561 -12.81051 0.22
C -19.93852 -11.67369 -11.66754 -0.12
H -16.26739 -16.00454 -15.74460 0.21
O -21.21003 -11.63953 -10.97590 -0.36
F -18.22408 -18.29275 -10.73116 -0.55
H -21.84739 -18.15116 -12.02543 0.20
H -15.98332 -15.48661 -13.02878 0.24
H -23.06645 -12.01327 -11.74044 0.22
N -19.95990 -14.16668 -12.45589 -0.64
H -22.68351 -10.49474 -11.11671 0.24
B -17.94765 -17.96324 -12.02180 1.32
O -21.22138 -16.44382 -12.79118 -0.57
H -18.78792 -12.57998 -13.02843 0.24
H -19.11533 -18.21738 -15.21442 0.45
B -20.89445 -14.17361 -15.85172 1.29
H -19.12387 -11.90206 -10.98030 0.21
C -21.73642 -17.73748 -13.02776 -0.28
H -21.10423 -18.43057 -13.58280 0.24
H -16.72125 -17.25136 -14.45236 0.23
H -19.46364 -14.15695 -11.57628 0.41
C -22.27471 -11.26473 -11.77100 -0.29
H -20.29852 -12.36949 -13.66542 0.27
C -20.34686 -17.55599 -16.46203 -0.24
F -21.32822 -15.28471 -15.24024 -0.54
H -21.32911 -17.41048 -16.01247 0.22
C -20.05701 -18.99668 -16.84506 -0.10
C -19.71917 -21.20153 -15.87405 -0.26
```


ORCA calculation (ωB97M-V/def2-TZVPD) on a cluster of 4 separate species, C12H30B2N3O8P in total at a distorted geometry.

Output
- LUMO: -0.00241 Eh
- Spin multiplicity: 1
- Frontier orbital gap: 8.30 eV
- Energy above the lowest of the compared OMol25 structures with the same formula, charge and spin: 0.00 kcal per mole
- Charge: 0
- SMILES: CB(O)P(CC(=O)O)B(O)O.CN(C)C=O.CN(C)C=O.CN(C)C=O

The geometry in XYZ format:
```
56
Properties=species:S:1:pos:R:3:nbo_charge:R:1
O 1.37790 -3.49677 6.93980 -0.62
O -1.50198 2.72826 -3.54559 -0.64
N 0.64029 -3.18526 4.79271 -0.43
C -1.03433 0.16381 -4.52391 -0.42
C 1.35199 -4.34425 4.28984 -0.42
O 1.84565 0.69439 -1.40921 -0.66
H 5.58878 2.31210 -2.50631 0.20
C 0.73422 -2.87480 6.11647 0.53
C -2.64567 2.07702 3.68808 -1.04
N -0.86963 1.38421 -5.29239 -0.43
B -2.46183 0.62926 2.92598 0.81
H 0.54618 0.80516 -6.70074 0.19
H -5.02522 0.66271 -0.15752 0.48
H 0.15584 -1.97748 6.39148 0.10
H 2.36690 2.62104 -1.75674 0.12
H -0.37853 0.19975 -3.65077 0.23
P -1.36689 0.70100 1.31357 0.06
O -2.67356 -0.54431 -1.73611 -0.56
H -0.97481 3.44090 -5.36806 0.10
C 4.93347 2.52675 -1.65840 -0.40
H -0.91908 -3.02866 3.42809 0.19
B -0.66542 -1.05047 0.92039 0.95
H -2.06884 0.09349 -4.18148 0.23
H 1.00505 -5.23544 4.81837 0.21
H 5.53358 2.64350 -0.75260 0.20
C -0.43170 1.29252 -6.66944 -0.40
H -2.05087 2.05228 -0.71694 0.30
H -3.90588 -0.75671 2.95195 0.51
C 2.66758 1.58134 -1.55093 0.54
H -0.35214 2.28283 -7.12079 0.21
H -1.61392 2.55950 3.73228 0.26
H 2.42068 -4.21910 4.47943 0.21
H 4.39246 3.45442 -1.85071 0.21
H 0.50517 -2.00617 3.08648 0.21
H -2.02407 -2.45526 1.43981 0.50
O 0.78487 -1.15781 0.81701 -0.95
C 4.55329 0.09861 -1.21144 -0.42
C -3.25041 0.14425 -0.88302 0.79
H -0.62637 -1.55715 4.38551 0.21
C -1.13174 2.58081 -4.69629 0.53
H -3.40361 1.88552 0.52889 0.22
H -0.78883 -0.70791 -5.13144 0.20
H 0.98026 -0.65075 -0.01389 0.53
H 1.18100 -4.46274 3.21941 0.21
O -1.43324 -2.24025 0.68959 -0.92
N 4.01665 1.41986 -1.47803 -0.43
H -3.14729 1.97469 4.70696 0.24
C -0.14859 -2.39333 3.87217 -0.41
H -1.15461 0.69861 -7.23452 0.20
C -2.58134 1.30241 -0.02457 -0.76
H -3.27251 2.72620 2.96641 0.25
H 5.64283 0.12735 -1.18260 0.21
O -4.65762 -0.08503 -0.68144 -0.70
H 4.22457 -0.58711 -1.99593 0.22
O -3.05846 -0.59021 3.43346 -0.97
H 4.16979 -0.25762 -0.25234 0.22
```